Computed, not measured: a cluster of 2 separate species, C35H35BF6O2S in total at a distorted geometry, with the ωB97M-V functional and the def2-TZVPD basis.

CARTESIAN COORDINATES (ANGSTROEM)
1 C 5.400 -0.550 2.777
2 C 3.922 -0.408 2.893
3 C 3.145 -0.735 1.775
4 C 1.774 -0.819 1.896
5 C 1.163 -0.502 3.122
6 C -0.162 -1.014 3.404
7 C -0.286 -1.706 4.608
8 C -1.259 -2.814 4.800
9 B -2.530 -2.175 4.049
10 O -2.993 -1.105 4.688
11 C -4.086 -0.351 4.097
12 C -4.868 -1.250 3.150
13 C -5.529 -2.434 3.902
14 C -6.026 -0.460 2.573
15 C -3.894 -1.812 2.081
16 O -2.792 -2.512 2.746
17 C -1.670 -3.340 6.183
18 C -2.513 -4.463 6.271
19 C -3.007 -4.915 7.496
20 C -2.605 -4.330 8.703
21 C -3.074 -4.843 10.050
22 C -1.711 -3.255 8.615
23 C -1.190 -2.820 7.390
24 C 1.954 0.037 4.183
25 C 3.324 0.085 4.044
26 H 5.875 -0.329 3.734
27 H 5.641 -1.570 2.458
28 H 5.786 0.143 2.023
29 H 3.645 -0.941 0.847
30 H 1.149 -1.153 1.069
31 H -0.833 -1.218 2.529
32 H 0.480 -1.645 5.413
33 H -0.934 -3.664 4.163
34 H -4.696 -0.028 4.959
35 H -3.700 0.562 3.565
36 H -6.075 -3.030 3.161
37 H -4.821 -3.068 4.441
38 H -6.234 -2.002 4.613
39 H -6.576 -1.070 1.842
40 H -6.697 -0.235 3.420
41 H -5.695 0.474 2.110
42 H -4.416 -2.566 1.465
43 H -3.461 -1.006 1.451
44 H -2.743 -5.008 5.358
45 H -3.715 -5.733 7.516
46 H -2.386 -4.537 10.856
47 H -4.076 -4.470 10.329
48 H -3.130 -5.943 10.099
49 H -1.414 -2.769 9.527
50 H -0.442 -2.029 7.380
51 H 1.446 0.361 5.088
52 H 3.954 0.460 4.869
53 C -5.221 4.363 1.615
54 C -3.979 3.533 1.452
55 C -3.663 2.705 0.370
56 C -2.387 2.047 0.445
57 C -1.676 2.164 1.660
58 C -0.234 2.333 1.675
59 C 0.381 2.958 2.755
60 C 1.733 3.179 2.811
61 C 2.325 3.761 4.060
62 F 3.032 4.911 3.789
63 F 1.396 4.068 5.017
64 F 3.203 2.888 4.654
65 C 2.535 2.805 1.732
66 C 1.958 2.216 0.625
67 C 2.869 1.885 -0.539
68 F 2.810 0.538 -0.867
69 F 2.592 2.570 -1.689
70 F 4.182 2.146 -0.215
71 C 0.595 1.921 0.579
72 S -2.614 3.488 2.523
73 H -5.730 4.512 0.657
74 H -5.952 3.856 2.262
75 H -5.020 5.344 2.063
76 H -4.322 2.676 -0.480
77 H -1.966 1.554 -0.442
78 H -0.210 3.320 3.631
79 H 3.600 2.935 1.781
80 H 0.166 1.417 -0.277

Values from the calculation:
largest force on an atom	4.8	eV/Å
M	644.5	u
SMILES string	Cc1ccc(/C=C/[C@H](B2OCC(C)(C)CO2)c2ccc(C)cc2)cc1.Cc1ccc(-c2cc(C(F)(F)F)cc(C(F)(F)F)c2)s1
HOMO	-0.274	Eh
energy relative to the best compared isomer or geometry (same formula, charge and spin)	0.000	eV
HOMO-LUMO gap	7.06	eV
LUMO level	-0.40	eV

***

Computed, not measured: a structure of composition C35H35N3O2P2PdS2, with the ωB97M-V functional and the def2-TZVPD basis.

CARTESIAN COORDINATES (ANGSTROEM)
1 Pd 0.286 0.030 -0.345
2 N -0.023 -3.762 1.620
3 C -0.089 -2.499 1.163
4 S 0.843 -2.145 -0.294
5 N -0.766 -1.613 1.808
6 N -0.756 -0.353 1.256
7 C -1.344 0.576 1.944
8 C -1.508 1.947 1.590
9 C -2.027 2.819 2.569
10 C -2.271 4.136 2.277
11 C -2.026 4.603 0.978
12 C -1.530 3.772 -0.002
13 C -1.249 2.433 0.287
14 O -0.806 1.643 -0.675
15 H 0.413 -4.489 1.083
16 H -0.592 -4.020 2.411
17 H -1.763 0.226 2.885
18 H -2.239 2.430 3.558
19 H -2.667 4.804 3.028
20 H -2.237 5.638 0.740
21 H -1.356 4.132 -1.007
22 C -0.859 0.049 -3.516
23 S 0.699 0.907 -3.388
24 C 1.624 0.028 -4.632
25 O 1.363 0.399 -2.080
26 H -0.710 -1.018 -3.350
27 H -1.252 0.234 -4.516
28 H -1.529 0.485 -2.778
29 H 1.178 0.250 -5.602
30 H 1.598 -1.039 -4.420
31 H 2.642 0.411 -4.604
32 C 3.580 -0.200 -0.035
33 P 2.242 0.596 0.869
34 C 2.077 -0.020 2.522
35 C 2.420 -1.343 2.817
36 C 2.236 -1.836 4.095
37 C 1.697 -1.023 5.082
38 C 1.332 0.288 4.792
39 C 1.509 0.790 3.517
40 C 2.291 2.379 0.850
41 C 1.756 3.138 -0.192
42 C 1.945 4.507 -0.209
43 C 2.681 5.125 0.793
44 C 3.222 4.373 1.827
45 C 3.020 3.005 1.869
46 P 5.406 0.217 0.227
47 C 5.602 0.251 2.044
48 C 5.795 1.388 2.826
49 C 6.003 1.271 4.194
50 C 6.024 0.020 4.796
51 C 5.862 -1.120 4.021
52 C 5.671 -1.004 2.653
53 C 5.578 1.934 -0.348
54 C 6.756 2.610 -0.013
55 C 7.026 3.862 -0.541
56 C 6.138 4.451 -1.430
57 C 4.985 3.774 -1.797
58 C 4.710 2.522 -1.264
59 H 3.377 -0.094 -1.100
60 H 3.489 -1.264 0.185
61 H 2.832 -1.994 2.057
62 H 2.513 -2.858 4.320
63 H 1.556 -1.410 6.083
64 H 0.909 0.918 5.563
65 H 1.195 1.800 3.293
66 H 1.206 2.664 -0.991
67 H 1.523 5.095 -1.014
68 H 2.833 6.196 0.770
69 H 3.800 4.852 2.607
70 H 3.453 2.426 2.671
71 H 5.793 2.369 2.371
72 H 6.164 2.161 4.789
73 H 6.199 -0.066 5.860
74 H 5.915 -2.100 4.478
75 H 5.599 -1.902 2.047
76 H 7.478 2.151 0.652
77 H 7.941 4.371 -0.269
78 H 6.353 5.426 -1.848
79 H 4.299 4.219 -2.506
80 H 3.810 2.010 -1.582

Values from the calculation:
largest force on an atom	0.5	eV/Å
M	762.2	u
total charge	+2
HOMO (spin up / spin down)	-0.472 / -0.472	Eh
energy relative to the best compared isomer or geometry (same formula, charge and spin)	0.170	eV
HOMO-LUMO gap (spin up / spin down)	5.05 / 5.05	eV
LUMO level (spin up / spin down)	-7.80 / -7.80	eV

***

Computed, not measured: a cluster of 2 separate species, C35H35N3O3S in total at a distorted geometry, with the ωB97M-V functional and the def2-TZVPD basis.

CARTESIAN COORDINATES (ANGSTROEM)
1 C -3.670 -2.545 2.929
2 N -3.145 -2.228 1.610
3 C -3.961 -2.011 0.530
4 O -5.189 -2.084 0.523
5 C -3.067 -1.669 -0.670
6 C -3.277 -0.265 -1.245
7 C -3.069 0.817 -0.212
8 C -4.069 1.068 0.733
9 C -3.835 1.961 1.780
10 C -2.589 2.598 1.876
11 C -1.628 2.422 0.880
12 C -1.882 1.565 -0.192
13 N -1.721 -1.888 -0.130
14 C -0.596 -1.465 -0.746
15 C 0.615 -1.370 -0.082
16 C 1.743 -0.710 -0.597
17 C 3.074 -1.021 -0.175
18 C 4.184 -0.290 -0.671
19 C 5.455 -0.462 -0.127
20 C 5.662 -1.374 0.928
21 C 4.591 -2.152 1.390
22 C 3.316 -2.011 0.826
23 C -1.714 -2.235 1.302
24 C -1.068 -3.538 1.664
25 C -1.389 -4.706 1.057
26 C -0.710 -5.970 1.298
27 C -1.211 -7.150 0.694
28 C -0.596 -8.382 0.914
29 C 0.544 -8.453 1.737
30 C 1.067 -7.291 2.331
31 C 0.448 -6.054 2.113
32 H -4.761 -2.553 2.881
33 H -3.303 -3.522 3.255
34 H -3.342 -1.793 3.654
35 H -3.266 -2.436 -1.441
36 H -2.583 -0.134 -2.082
37 H -4.316 -0.242 -1.608
38 H -5.034 0.551 0.643
39 H -4.621 2.149 2.512
40 H -2.372 3.251 2.718
41 H -0.687 2.972 0.903
42 H -1.160 1.464 -1.006
43 H -0.678 -1.166 -1.794
44 H 0.673 -1.791 0.928
45 H 1.615 0.084 -1.334
46 H 4.010 0.465 -1.445
47 H 6.294 0.139 -0.494
48 H 6.645 -1.437 1.415
49 H 4.745 -2.853 2.213
50 H 2.504 -2.624 1.195
51 H -1.236 -1.438 1.902
52 H -0.330 -3.489 2.467
53 H -2.225 -4.738 0.348
54 H -2.094 -7.077 0.052
55 H -0.995 -9.285 0.442
56 H 1.031 -9.416 1.904
57 H 1.961 -7.349 2.957
58 H 0.853 -5.145 2.564
59 C 1.811 9.617 -3.316
60 C 1.717 8.166 -2.922
61 C 1.543 7.827 -1.571
62 C 1.480 6.488 -1.189
63 C 1.554 5.485 -2.159
64 S 1.149 3.777 -1.684
65 N 2.421 2.819 -1.672
66 O 0.645 3.960 -0.317
67 O 0.181 3.448 -2.720
68 C 1.702 5.811 -3.509
69 C 1.768 7.150 -3.894
70 H 1.929 9.703 -4.404
71 H 0.913 10.172 -3.005
72 H 2.676 10.081 -2.818
73 H 1.426 8.618 -0.818
74 H 1.366 6.222 -0.144
75 H 2.483 2.517 -0.662
76 H 1.766 5.025 -4.255
77 H 1.828 7.419 -4.957

Values from the calculation:
largest force on an atom	2.1	eV/Å
M	577.8	u
HOMO	-0.256	Eh
HOMO-LUMO gap	4.44	eV
LUMO level	-2.54	eV

***

Computed, not measured: a structure of composition C35H36AsN5O10S3Tl at a distorted geometry, with the ωB97M-V functional and the def2-TZVPD basis.

CARTESIAN COORDINATES (ANGSTROEM)
1 Tl -0.198 -2.262 0.008
2 C 2.499 5.442 -0.089
3 C 2.573 3.901 -0.227
4 N 2.396 3.419 -1.631
5 C 3.130 4.077 -2.699
6 C 4.626 3.749 -2.576
7 C 1.774 2.275 -1.907
8 S 0.841 1.517 -0.539
9 N 1.966 1.697 -3.087
10 C 1.579 0.421 -3.414
11 O 1.548 -0.544 -2.665
12 C 1.234 0.340 -4.856
13 C 1.371 -0.896 -5.527
14 C 1.207 -0.995 -6.926
15 C 0.917 0.119 -7.703
16 C 0.732 1.325 -7.023
17 C 0.872 1.447 -5.644
18 H 3.403 5.765 -0.516
19 H 2.430 5.713 0.970
20 H 1.614 5.878 -0.601
21 H 1.831 3.359 0.429
22 H 3.588 3.554 0.139
23 H 2.994 5.247 -2.693
24 H 2.755 3.610 -3.607
25 H 5.257 4.624 -2.238
26 H 5.079 3.391 -3.529
27 H 4.760 2.954 -1.857
28 H 1.830 -1.716 -4.922
29 H 1.376 -1.943 -7.354
30 H 0.865 0.095 -8.793
31 H 0.815 2.203 -7.604
32 H 0.641 2.330 -5.074
33 O -1.289 2.185 -2.695
34 As -1.025 2.566 -0.966
35 O -1.494 4.128 -0.484
36 O -2.057 1.278 -0.085
37 C -3.396 1.120 -0.324
38 C -4.288 2.038 0.268
39 C -5.578 2.034 -0.185
40 C -6.064 0.937 -0.928
41 C -5.223 -0.095 -1.297
42 C -3.815 0.054 -1.127
43 S -2.777 -1.186 -1.980
44 O -1.555 -0.425 -2.343
45 O -3.611 -1.606 -3.042
46 O -2.497 -2.225 -0.984
47 H -1.434 1.178 -2.665
48 H -3.886 2.705 1.067
49 H -6.268 2.816 -0.003
50 H -7.094 0.814 -1.178
51 H -5.600 -1.052 -1.653
52 C -0.291 4.283 4.658
53 C -0.411 2.815 4.261
54 C -0.785 2.306 3.010
55 C -0.979 0.904 2.842
56 C -0.674 0.044 3.913
57 C -0.239 0.535 5.141
58 C -0.204 1.881 5.308
59 S -0.503 -1.699 3.552
60 O -0.431 -2.482 4.794
61 O -1.566 -1.906 2.580
62 N 0.855 -1.830 2.781
63 C 1.995 -2.453 3.054
64 C 2.316 -3.116 4.355
65 C 3.528 -3.703 4.476
66 C 4.477 -3.619 3.392
67 C 4.045 -3.003 2.211
68 N 2.878 -2.451 2.074
69 H -0.909 4.526 5.517
70 H -0.610 4.838 3.804
71 H 0.731 4.596 4.865
72 H -1.019 3.069 2.262
73 H -1.337 0.522 1.874
74 H 0.157 -0.192 5.845
75 H 0.096 2.347 6.203
76 H 1.469 -3.073 5.038
77 H 3.843 -4.201 5.389
78 H 5.540 -3.911 3.552
79 H 4.649 -3.037 1.323
80 O -0.671 -4.705 0.295
81 N -1.501 -5.627 0.781
82 C -2.021 -6.580 -0.027
83 C -2.689 -7.624 0.598
84 C -2.874 -7.767 1.970
85 C -2.362 -6.713 2.743
86 C -1.623 -5.703 2.194
87 H -1.849 -6.323 -1.048
88 H -3.144 -8.432 -0.052
89 H -3.608 -8.418 2.382
90 H -2.549 -6.668 3.783
91 H -1.088 -4.795 2.666

Values from the calculation:
largest force on an atom	4.0	eV/Å
M	1062.2	u
total charge	-2
multiplicity	2
HOMO (spin up / spin down)	0.026 / -0.104	Eh
expectation value of S²	0.759
energy relative to the best compared isomer or geometry (same formula, charge and spin)	0.926	eV
HOMO-LUMO gap (spin up / spin down)	2.80 / 6.34	eV
LUMO level (spin up / spin down)	3.50 / 3.50	eV

***

Q: What is the M in the third record?
A: 577.8 u